No. 1
Density functional theory data (ωB97M-V with the def2-TZVPD basis set) for a single C4H7I2P molecule in a non-equilibrium geometry.

Geometry (Å):
I 1.404 0.937 3.922
C 0.168 -0.055 2.476
C -0.078 0.439 1.248
C -0.683 -0.246 0.117
C 0.360 -0.465 -1.107
P 0.398 0.891 -2.357
I -1.796 0.753 -3.203
H -0.110 -0.968 3.011
H 0.370 1.371 1.134
H -1.541 0.292 -0.248
H -1.175 -1.145 0.521
H 1.400 -0.627 -0.573
H 0.334 -1.342 -1.628
H 0.950 0.165 -3.313

Summary:
F_max: 4.385 eV/A
HOMO level: -9.01 eV
Lowest unoccupied orbital energy: 0.00894 Ha
SMILES: I/C=C/CCPI
Gap between HOMO and LUMO: 9.249 eV
E: -1093.29860 hartree
Net charge: 0

Here are the Mulliken charges for atoms 1 to 8, given in e: atom 1 (I): 0.002, atom 2 (C): -0.570, atom 3 (C): -0.266, atom 4 (C): -0.346, atom 5 (C): -0.942, atom 6 (P): -0.032, atom 7 (I): -0.037, atom 8 (H): 0.392

***

No. 2
Density functional theory data (ωB97M-V with the def2-TZVPD basis set) for a single C5H6N2O molecule in a non-equilibrium geometry.

Geometry (Å):
H -2.277 0.555 1.480
N -1.818 -0.277 1.409
C -0.989 -0.124 0.481
C -0.598 1.038 -0.441
C 0.603 0.619 -1.319
O 1.197 1.413 -1.955
C 1.021 -0.710 -0.726
C 1.070 -0.970 0.680
N -0.269 -1.327 0.076
H -0.339 1.966 0.083
H -1.463 1.329 -0.869
H 1.659 -1.411 -1.428
H 0.886 -0.092 1.281
H 1.316 -2.010 1.248

Summary:
F_max: 4.543 eV/A
HOMO level: -10.06 eV
Lowest unoccupied orbital energy: 0.01474 Ha
SMILES: [H]/N=C1\CC(=O)[C@H]2CN12
Gap between HOMO and LUMO: 10.457 eV
E: -378.74738 hartree
Net charge: 0

Here are the Mulliken charges for atoms 1 to 8, given in e: atom 1 (H): 0.239, atom 2 (N): -0.722, atom 3 (C): 0.555, atom 4 (C): -0.582, atom 5 (C): 0.334, atom 6 (O): -0.500, atom 7 (C): 0.021, atom 8 (C): -0.505

***

No. 3
Density functional theory data (ωB97M-V with the def2-TZVPD basis set) for 12 unconnected molecules or ions with the total composition C6H33NO11 in a non-equilibrium geometry.

Geometry (Å):
C 2.148 -1.362 1.309
C 0.842 -1.170 1.166
C 0.064 -1.204 -0.105
C -0.723 0.062 -0.429
C -1.844 -0.127 -1.407
C -0.489 1.210 0.218
N -0.953 2.435 -0.280
H 2.602 -1.414 2.296
H 2.743 -1.482 0.422
H 0.215 -1.095 2.055
H 0.732 -1.460 -0.932
H -0.669 -2.002 -0.037
H -1.538 0.229 -2.403
H -2.104 -1.184 -1.510
H -2.778 0.423 -1.242
H 0.275 1.314 0.945
H -1.550 2.469 -1.100
H -1.330 3.029 0.455
O 1.182 3.812 2.667
H 1.721 3.110 3.062
H 0.330 3.385 2.464
O 1.887 0.706 -3.343
H 1.999 1.319 -2.587
H 1.316 1.143 -3.982
O 0.700 -4.790 0.520
H 1.213 -5.086 -0.235
H 1.037 -3.892 0.657
O 1.428 -3.621 -2.557
H 1.408 -4.264 -3.270
H 1.347 -2.741 -2.951
O 1.864 4.374 0.063
H 2.783 4.422 0.384
H 1.486 4.176 0.950
O -1.630 0.382 3.604
H -2.088 -0.320 3.104
H -0.717 0.220 3.804
O -1.260 2.734 2.520
H -1.605 1.921 2.960
H -1.850 3.441 2.853
O -1.879 -3.644 1.028
H -1.151 -4.094 0.592
H -2.679 -4.180 1.135
O 1.333 2.978 -2.135
H 1.863 3.770 -2.303
H 0.934 3.238 -1.283
O -3.024 -1.106 1.869
H -2.703 -0.584 1.132
H -2.821 -1.983 1.496
O 0.309 -1.389 -4.018
H 0.425 -0.812 -3.246
H 1.199 -1.295 -4.373

Summary:
F_max: 2.407 eV/A
HOMO level: -8.10 eV
Lowest unoccupied orbital energy: 0.01258 Ha
SMILES: C=CC/C(C)=C/N.O.O.O.O.O.O.O.O.O.O.O
Gap between HOMO and LUMO: 8.447 eV
E: -1130.78517 hartree
Net charge: 0

Here are the Mulliken charges for atoms 1 to 8, given in e: atom 1 (C): -0.813, atom 2 (C): -0.222, atom 3 (C): 0.782, atom 4 (C): 0.597, atom 5 (C): -2.084, atom 6 (C): -0.283, atom 7 (N): -0.380, atom 8 (H): 0.276